(1)
The following is a quantum chemistry calculation of a structure of composition C23H17Cl2N4O8S2W, from the Open Molecules 2025 dataset.

Calculated values
Total energy ... -3491.2443 a.u.
Relative energy (zero: lowest compared OMol25 entry of this formula, charge and spin) ... 0.0 kcal/mol
HOMO (spin up / spin down) ... -11.3759 / -11.3756 eV
Total charge ... +1

Element x y z (Å)
W -0.397 -1.212 -0.362
O 1.948 4.327 -1.682
C 1.430 3.416 -0.842
O 1.120 3.694 0.278
C 1.328 2.019 -1.349
C 2.279 1.265 -1.924
Cl 3.809 1.784 -2.452
N 1.872 -0.040 -2.185
N 0.575 -0.145 -1.706
C 0.106 1.168 -1.199
C -2.289 0.423 -1.894
O -3.371 0.575 -2.352
O -1.939 -0.808 -1.371
C 2.567 -1.269 -2.078
C 3.876 -1.367 -1.623
C 4.418 -2.626 -1.409
C 3.674 -3.778 -1.625
C 2.373 -3.672 -2.088
C 1.818 -2.421 -2.327
H 2.091 3.949 -2.560
H 4.462 -0.488 -1.405
H 5.434 -2.701 -1.045
H 4.113 -4.749 -1.443
H 1.784 -4.559 -2.283
H 0.839 -2.345 -2.789
O -1.834 -1.907 3.774
C -1.983 -0.619 4.187
C -2.448 -0.333 5.466
C -2.577 0.976 5.887
C -2.238 2.030 5.043
C -1.778 1.755 3.776
C -1.651 0.433 3.322
C -1.179 0.229 1.965
O -1.092 -0.984 1.441
N -0.780 1.225 1.194
N -0.278 0.638 0.120
C -1.201 1.542 -1.937
S -0.787 1.773 -3.697
C -2.066 3.020 -3.968
C -1.958 4.013 -2.829
S -1.899 3.087 -1.266
H -2.183 -2.492 4.458
H -2.706 -1.149 6.131
H -2.942 1.176 6.885
H -2.333 3.053 5.377
H -1.507 2.557 3.102
H -3.040 2.536 -3.995
H -1.858 3.482 -4.933
H -2.836 4.657 -2.778
H -1.067 4.631 -2.922
Cl 1.640 -2.198 1.076
C 0.649 -3.585 1.679
C -0.206 -4.096 0.530
O -0.363 -5.250 0.297
O -0.788 -3.106 -0.176
H 0.028 -3.188 2.482
H 1.338 -4.347 2.023

Charges in e, computed with natural (NBO), in the same order as the atoms: 2.06, -0.65, 0.78, -0.52, -0.27, 0.20, 0.12, -0.26, -0.44, 0.25, 0.77, -0.49, -0.68, 0.22, -0.26, -0.16, -0.21, -0.16, -0.32, 0.49, 0.24, 0.23, 0.24, 0.24, 0.24, -0.67, 0.35, -0.30, -0.13, -0.24, -0.13, -0.17, 0.55, -0.61, -0.27, -0.31, -0.44, 0.28, -0.53, -0.53, 0.30, 0.49, 0.22, 0.23, 0.23, 0.25, 0.25, 0.25, 0.25, 0.23, 0.09, -0.46, 0.78, -0.48, -0.71, 0.28, 0.27

***

(2)
The following is a quantum chemistry calculation of a structure of composition C23H17Cl3N3O5PtSe, from the Open Molecules 2025 dataset.

Calculated values
Total energy ... -5328.6520 a.u.
Relative energy (zero: lowest compared OMol25 entry of this formula, charge and spin) ... 0.0 kcal/mol
HOMO ... -5.0916 eV
Total charge ... -1

Element x y z (Å)
Pt 0.039 -0.431 0.283
N 0.171 1.672 0.346
C -0.536 2.189 -0.778
C -1.057 3.445 -0.882
C -1.583 3.890 -2.113
C -1.555 3.091 -3.221
C -1.052 1.773 -3.130
C -1.005 0.870 -4.213
C -0.548 -0.400 -4.007
C -0.169 -0.800 -2.713
N -0.195 0.023 -1.687
C -0.590 1.316 -1.888
H 1.184 1.734 0.089
H -0.014 2.188 1.199
H -1.010 4.116 -0.034
H -1.977 4.895 -2.182
H -1.917 3.449 -4.176
H -1.328 1.198 -5.194
H -0.488 -1.120 -4.811
H 0.142 -1.812 -2.496
Se 0.132 -2.835 -0.042
C -1.673 -3.411 0.063
C -1.960 -4.737 0.389
C -3.278 -5.160 0.417
N -4.325 -4.378 0.155
C -4.044 -3.112 -0.155
C -2.765 -2.588 -0.219
H -1.164 -5.429 0.630
H -3.506 -6.191 0.672
H -4.898 -2.474 -0.367
H -2.613 -1.548 -0.477
Cl 3.029 0.355 -3.769
C 3.733 1.719 -2.846
Cl 4.192 2.985 -3.994
Cl 5.192 1.156 -2.024
C 2.592 2.216 -1.844
O 1.821 3.044 -2.310
O 2.584 1.622 -0.744
O -1.490 2.493 2.781
C -2.385 1.483 2.509
C -3.681 1.759 2.096
C -4.549 0.717 1.803
C -4.115 -0.596 1.913
C -2.814 -0.855 2.310
C -1.934 0.173 2.612
C -0.550 -0.170 3.127
O -0.304 -0.015 4.310
O 0.262 -0.694 2.271
H -1.967 3.326 2.846
H -4.006 2.790 1.996
H -5.559 0.937 1.484
H -4.784 -1.416 1.686
H -2.462 -1.876 2.390

Charges in e, computed with natural (NBO), in the same order as the atoms: 0.72, -0.85, 0.17, -0.21, -0.18, -0.19, -0.09, -0.11, -0.26, 0.09, -0.43, 0.23, 0.47, 0.42, 0.21, 0.21, 0.21, 0.21, 0.22, 0.24, -0.11, -0.14, -0.30, 0.03, -0.46, 0.02, -0.30, 0.22, 0.18, 0.18, 0.23, -0.02, -0.20, 0.00, 0.01, 0.74, -0.71, -0.74, -0.70, 0.37, -0.32, -0.20, -0.25, -0.16, -0.21, 0.77, -0.63, -0.71, 0.48, 0.20, 0.21, 0.22, 0.23

***

(3)
The following is a quantum chemistry calculation of a structure of composition C23H17Cl3N3O5PtSe, from the Open Molecules 2025 dataset.

Calculated values
Total energy ... -5328.5959 a.u.
Relative energy (zero: lowest compared OMol25 entry of this formula, charge and spin) ... 35.2 kcal/mol
HOMO (spin up / spin down) ... -5.2848 / -5.2848 eV
Total charge ... -1

Element x y z (Å)
Pt -0.905 -0.529 -0.414
N 1.789 0.033 -1.466
C 1.890 1.335 -1.069
C 3.130 1.930 -0.935
C 3.275 3.287 -0.609
C 2.184 4.074 -0.405
C 0.897 3.491 -0.438
C -0.252 4.264 -0.161
C -1.480 3.694 -0.173
C -1.578 2.318 -0.430
N -0.542 1.560 -0.697
C 0.726 2.117 -0.736
H 2.643 -0.464 -1.650
H 1.021 -0.287 -2.029
H 4.012 1.325 -1.120
H 4.271 3.715 -0.561
H 2.279 5.136 -0.212
H -0.128 5.317 0.067
H -2.377 4.262 0.029
H -2.543 1.842 -0.429
Se -2.670 -0.821 -2.009
C -4.128 0.105 -1.214
C -4.177 0.475 0.132
C -5.291 1.149 0.610
N -6.361 1.452 -0.132
C -6.315 1.065 -1.412
C -5.242 0.408 -1.992
H -3.356 0.231 0.793
H -5.329 1.470 1.647
H -7.188 1.311 -2.010
H -5.262 0.142 -3.043
Cl -1.807 -4.587 -2.361
C -0.505 -4.200 -1.212
Cl 0.193 -5.707 -0.607
Cl -1.198 -3.323 0.202
C 0.565 -3.295 -1.958
O 1.654 -3.806 -2.186
O 0.110 -2.155 -2.240
O 2.832 -1.095 4.332
C 2.854 -1.702 3.139
C 3.846 -2.662 2.926
C 3.945 -3.314 1.712
C 3.058 -3.027 0.676
C 2.070 -2.081 0.889
C 1.928 -1.407 2.105
C 0.843 -0.390 2.348
O 0.878 0.251 3.419
O -0.113 -0.177 1.515
H 2.078 -0.430 4.253
H 4.532 -2.871 3.738
H 4.727 -4.053 1.565
H 3.121 -3.540 -0.276
H 1.396 -1.836 0.086

Charges in e, computed with natural (NBO), in the same order as the atoms: 0.84, -0.80, 0.19, -0.28, -0.16, -0.26, -0.09, -0.10, -0.27, 0.09, -0.44, 0.20, 0.40, 0.44, 0.21, 0.21, 0.21, 0.21, 0.23, 0.24, -0.03, -0.18, -0.33, 0.03, -0.45, 0.03, -0.30, 0.24, 0.19, 0.18, 0.22, 0.02, -0.19, 0.03, 0.04, 0.73, -0.67, -0.79, -0.71, 0.44, -0.33, -0.17, -0.29, -0.15, -0.30, 0.80, -0.71, -0.81, 0.51, 0.21, 0.20, 0.24, 0.22

***

(4)
The following is a quantum chemistry calculation of a structure of composition C23H17CoN4, from the Open Molecules 2025 dataset.

Calculated values
Total energy ... -2487.9028 a.u.
Relative energy (zero: lowest compared OMol25 entry of this formula, charge and spin) ... 10.2 kcal/mol
HOMO (spin up / spin down) ... -14.9790 / -15.3084 eV
Total charge ... +2

Element x y z (Å)
Co 0.891 0.556 0.131
C -2.867 1.731 1.887
C -3.286 0.513 2.394
C -2.451 -0.597 2.286
C -1.231 -0.445 1.668
N -0.831 0.743 1.149
C -1.631 1.803 1.261
C -0.211 -1.513 1.522
C -0.254 -2.800 2.025
C 0.854 -3.621 1.844
C 1.990 -3.147 1.194
C 1.972 -1.855 0.708
N 0.878 -1.097 0.863
C 3.073 -1.108 0.056
C 4.318 -1.615 -0.241
C 5.266 -0.767 -0.807
C 4.939 0.556 -1.049
C 3.662 0.995 -0.740
N 2.748 0.184 -0.202
H -3.482 2.616 1.963
H -4.251 0.423 2.875
H -2.756 -1.555 2.682
H -1.275 2.730 0.831
H -1.120 -3.159 2.563
H 0.841 -4.631 2.232
H 2.864 -3.773 1.087
H 4.557 -2.649 -0.035
H 6.251 -1.142 -1.051
H 5.653 1.246 -1.475
H 3.362 2.020 -0.919
C 0.525 0.196 -1.716
C -0.808 0.771 -1.832
C -1.952 -0.021 -1.646
C -3.196 0.564 -1.577
C -3.311 1.955 -1.700
C -2.196 2.747 -1.950
C -0.946 2.151 -2.019
C -4.605 2.568 -1.539
N -5.620 3.074 -1.360
H 1.320 0.780 -2.187
H 0.636 -0.872 -1.888
H -1.851 -1.095 -1.545
H -4.085 -0.034 -1.429
H -2.312 3.813 -2.089
H -0.073 2.760 -2.225

Charges in e, computed with natural (NBO), in the same order as the atoms: 1.03, -0.22, -0.10, -0.19, 0.13, -0.52, 0.10, 0.28, -0.21, -0.09, -0.19, 0.19, -0.43, 0.16, -0.18, -0.09, -0.21, 0.08, -0.47, 0.27, 0.26, 0.25, 0.23, 0.26, 0.26, 0.26, 0.25, 0.26, 0.27, 0.23, -0.42, -0.11, -0.13, -0.17, -0.11, -0.17, -0.18, 0.22, -0.20, 0.22, 0.23, 0.22, 0.25, 0.26, 0.23

***

(5)
The following is a quantum chemistry calculation of a structure of composition C23H17N3O13S5Ti, from the Open Molecules 2025 dataset.

Calculated values
Total energy ... -4869.8708 a.u.
Relative energy (zero: lowest compared OMol25 entry of this formula, charge and spin) ... 0.0 kcal/mol
HOMO ... -3.7289 eV
Total charge ... -2

Element x y z (Å)
Ti -0.117 1.304 -0.165
O 4.870 3.539 -1.761
C 5.063 2.283 -1.374
O 6.171 1.843 -1.180
C 3.856 1.440 -1.200
C 3.871 0.084 -0.871
N 2.605 -0.320 -0.756
N 1.759 0.676 -1.009
C 2.490 1.745 -1.274
C 1.698 2.976 -1.539
O 2.241 4.017 -1.896
O 0.438 2.794 -1.372
H 3.900 3.774 -1.834
H 4.701 -0.584 -0.733
H 2.153 -1.238 -0.595
O -0.038 4.856 1.659
S 0.172 3.441 1.653
O 1.399 2.915 1.093
O -0.962 2.672 1.014
C 0.174 2.855 3.337
C -0.370 3.701 4.292
C -0.383 3.339 5.630
C 0.155 2.123 6.007
C 0.692 1.274 5.049
C 0.715 1.627 3.707
S 1.443 0.367 2.624
O 2.784 0.747 2.288
O 1.266 -0.867 3.344
O 0.529 0.371 1.433
H -0.768 4.651 3.966
H -0.812 4.006 6.367
H 0.153 1.822 7.047
H 1.092 0.311 5.330
S -1.986 -0.120 0.447
C -2.790 -0.776 -0.951
C -3.861 -1.667 -0.837
C -4.456 -2.188 -1.968
C -3.989 -1.830 -3.233
C -2.927 -0.957 -3.355
C -2.319 -0.424 -2.217
S -0.984 0.691 -2.329
H -4.209 -1.948 0.148
H -5.276 -2.887 -1.870
H -4.453 -2.240 -4.120
H -2.552 -0.680 -4.332
N 0.610 -2.352 -0.761
C 1.130 -3.423 -1.535
C 1.963 -4.367 -0.936
C 2.515 -5.388 -1.691
C 2.262 -5.480 -3.050
C 1.453 -4.532 -3.648
C 0.886 -3.507 -2.901
S 2.928 -6.866 -3.989
O 2.089 -7.996 -3.593
O 4.311 -6.979 -3.538
O 2.777 -6.475 -5.387
H 0.274 -2.641 0.149
H -0.117 -1.826 -1.233
H 2.170 -4.297 0.127
H 3.163 -6.123 -1.232
H 1.273 -4.606 -4.712
H 0.244 -2.771 -3.373

Charges in e, computed with natural (NBO), in the same order as the atoms: 1.22, -0.69, 0.79, -0.60, -0.26, 0.07, -0.30, -0.28, 0.08, 0.81, -0.64, -0.68, 0.51, 0.25, 0.47, -0.93, 2.41, -0.95, -0.92, -0.24, -0.20, -0.21, -0.21, -0.18, -0.33, 2.44, -0.94, -0.96, -0.97, 0.24, 0.21, 0.21, 0.25, -0.03, -0.24, -0.21, -0.23, -0.23, -0.25, -0.12, -0.04, 0.21, 0.20, 0.20, 0.21, -0.87, 0.22, -0.29, -0.17, -0.34, -0.16, -0.30, 2.41, -1.03, -1.03, -1.03, 0.39, 0.39, 0.20, 0.23, 0.24, 0.21